No. 1
Entry from the OMol25 dataset: C6H18O6Si2 as an isolated structure in a non-equilibrium geometry (the ωB97M-V functional and the def2-TZVPD basis).

```
32
Properties=species:S:1:pos:R:3:lowdin_charge:R:1
Si 2.02624 0.66462 0.68509 0.139
Si -1.14812 -0.26259 0.78626 0.326
O -2.53686 -0.34863 -0.08030 -0.166
O -1.50725 0.56000 2.08378 -0.053
O -0.67054 -1.73628 1.23627 -0.052
O 2.71594 -0.80332 0.71815 -0.135
O 3.03070 1.87408 0.69669 -0.016
O 1.19694 0.79173 2.11301 -0.101
C 2.49698 -1.75703 -0.26616 -0.340
C -3.65931 0.38899 -0.29227 -0.312
C -4.92908 -0.52756 -0.16322 -0.052
C 0.19191 2.29196 -1.00850 -0.200
C 3.69744 -1.87288 -1.19694 -0.063
C 0.59045 0.89972 -0.55884 -0.286
H -3.78366 1.17167 0.47468 0.112
H 3.50089 2.27747 0.01283 0.051
H -0.91810 2.39093 -1.18645 0.084
H -4.62851 -1.57683 -0.16578 0.077
H 1.69743 1.18998 2.78438 0.046
H 3.60644 -1.03284 -1.78936 0.041
H -5.51821 -0.48071 -1.01606 0.037
H 4.66365 -1.99984 -0.70490 0.087
H 0.99460 2.59272 -1.67869 0.063
H 3.66030 -2.68798 -1.93858 0.086
H -5.42429 -0.36325 0.76119 0.058
H 0.42080 3.01750 -0.19939 0.066
H -0.08667 -2.09192 0.56560 0.039
H 0.83051 0.30920 -1.53170 0.063
H -0.80330 0.49128 2.71801 0.046
H 2.38401 -2.66809 0.35724 0.128
H 1.59135 -1.57367 -0.89328 0.100
H -3.68269 0.87155 -1.32275 0.128
```

Results
LUMO level: 0.45 eV
energy above the lowest of the compared OMol25 structures with the same formula, charge and spin: 21.9 kcal per mole
frontier orbital gap: 0.3326 Ha
HOMO level: -8.599 eV



No. 2
Entry from the OMol25 dataset: C22H36AsIrN2O8PTe as an isolated structure (the ωB97M-V functional and the def2-TZVPD basis).

```
72
Properties=species:S:1:pos:R:3:lowdin_charge:R:1
Ir 0.35278 -0.05665 -1.24496 0.970
Te 3.00681 -0.78786 -0.81766 1.355
As -0.22583 2.76603 0.94454 1.053
P -0.84353 -1.33482 0.19917 0.563
O -1.89888 3.27354 -3.09956 0.150
O 0.85003 3.87282 -2.47361 0.138
O -1.51709 -0.46419 1.35593 -0.308
O 1.25499 1.65463 -2.92008 -0.057
O -0.07192 -2.42780 1.07877 -0.297
O -1.51163 1.19336 -2.22380 -0.070
O -2.02076 -2.24833 -0.40275 -0.280
O 0.60430 1.80167 -0.14984 -0.628
N 0.13104 -1.18411 -3.23139 -0.085
N 0.11837 -1.61949 -5.36985 0.087
C -2.32416 -1.06612 2.40737 -0.234
C 3.74091 1.86780 3.72755 -0.086
C 3.04425 -0.97008 1.30988 -0.396
C 3.69667 1.21084 -0.51420 -0.389
C 3.67785 1.43933 0.97409 -0.289
C 0.69989 2.71935 -2.69633 -0.538
C -0.30722 -2.47905 -3.41811 -0.139
C 4.02207 2.91320 2.85477 -0.078
C -2.10534 2.78731 0.58655 -0.168
C -2.97632 -1.64516 -1.31898 -0.283
C 0.45078 4.54623 0.79195 -0.166
C 0.37593 -0.69580 -4.42994 -0.155
C -0.53694 -4.80750 0.86815 -0.058
C -3.79450 -0.87365 2.12307 -0.056
C -1.33509 2.31906 -2.68003 -0.527
C -0.31842 -2.76344 -4.74514 -0.060
C 0.08702 2.14773 2.72450 -0.161
C 3.99011 2.69765 1.48754 -0.041
C 3.38436 0.39773 1.84764 -0.284
C 0.38932 -3.67035 0.50681 -0.271
C 3.42154 0.61873 3.22385 -0.046
C -3.88321 -2.73609 -1.82759 -0.055
H 3.20518 -0.19850 3.90185 0.122
H -4.40967 -3.22355 -1.00698 0.082
H -4.37762 -1.21418 2.97954 0.090
H -2.61767 3.28699 1.40794 0.054
H -1.52848 -4.64642 0.44864 0.072
H -2.28473 3.32671 -0.34222 0.043
H 3.02137 1.87843 -1.04464 0.036
H 1.50340 4.53269 1.06786 0.037
H -4.62178 -2.31414 -2.50879 0.089
H 2.06508 -1.31281 1.64568 0.041
H 1.15375 2.23388 2.92573 0.021
H -2.06496 -2.11920 2.50110 0.113
H 3.77745 2.02661 4.79717 0.110
H -4.10602 -1.44905 1.25201 0.065
H -0.58924 -3.65067 -5.28806 0.122
H -3.53303 -0.87570 -0.78043 0.109
H 4.22737 3.50535 0.80473 0.124
H -0.61986 -4.89770 1.95092 0.087
H 4.70071 1.29966 -0.92496 0.069
H 0.22577 -1.48773 -6.36172 0.166
H 1.38749 -3.82991 0.91575 0.119
H 0.48654 -3.56065 -0.57775 0.094
H -0.10021 5.20954 1.45766 0.052
H -4.02462 0.17850 1.95295 0.081
H -2.44913 1.75858 0.49172 0.022
H -0.13721 -5.74446 0.47809 0.087
H 0.73438 0.29793 -4.63310 0.125
H -0.21850 1.10543 2.78832 0.027
H -0.47714 2.75402 3.43235 0.055
H -2.02906 -0.56060 3.32637 0.118
H 4.27800 3.89095 3.24183 0.110
H -3.30906 -3.49117 -2.36532 0.076
H 3.79435 -1.71061 1.58315 0.065
H 0.34366 4.86767 -0.24296 0.038
H -2.43931 -1.15664 -2.13037 0.079
H -0.59541 -3.10581 -2.59237 0.092
```

Results
expectation value of S²: 6.01
LUMO level (spin up / spin down): -1.99 / -3.90 eV
energy above the lowest of the compared OMol25 structures with the same formula, charge and spin: 0.0 kcal per mole
frontier orbital gap (spin up / spin down): 0.2845 / 0.2853 Ha
charge: +1
HOMO level (spin up / spin down): -9.735 / -11.665 eV
spin multiplicity: 5